The following is a DFT calculation (the ωB97M-V functional and the def2-TZVPD basis) of a molecular structure, C12H33CuN3O7S.

⟨S²⟩	0.75
frontier orbital gap (spin up / spin down)	2.081 / 6.714	eV
energy above the lowest of the compared OMol25 structures with the same formula, charge and spin	0.0	kcal per mole
energy	-3206.5269	Ha

Geometry as ORCA input:
```
! RIJCOSX wB97M-V def2-TZVPD def2/J DEFGRID3
* xyz -2 2
H 7.64715 18.78484 -6.23072
C 6.11282 23.29532 -4.83723
H 10.95633 20.74078 -7.49695
C 10.25585 20.15422 -1.60746
O 9.88119 21.02462 -5.77557
H 11.97692 23.49953 -0.16284
H 11.72565 21.98594 -5.63331
H 7.58542 24.46049 -2.91742
H 10.18541 19.63876 -0.64963
H 5.66824 24.06835 -4.21045
H 4.46866 23.26499 -6.87751
H 10.46637 22.30866 -4.34863
C 5.12234 22.13638 -5.18656
C 9.30775 19.23857 -7.30003
O 10.32220 22.23824 -0.39163
H 5.25405 20.82462 -3.66696
H 12.08978 21.36881 -0.99604
H 7.27218 19.00741 -7.78837
Cu 7.98658 20.50348 -4.44182
C 10.79574 19.17694 -2.61678
H 9.60667 18.49773 -6.55847
H 9.40057 21.50719 -7.69712
H 3.44243 23.46234 -5.58956
H 10.77721 19.61596 -3.61429
H 8.46094 19.62033 -2.20049
H 10.18010 18.27869 -2.66422
C 11.06672 21.45391 -1.36237
H 10.64085 23.82364 0.82154
H 8.64434 24.29098 -4.38558
C 10.67456 22.16795 -5.40928
N 4.62908 21.57403 -3.92752
S 6.48979 18.15692 -3.63318
C 9.35835 18.67970 -8.72684
O 6.92417 17.28806 -2.55976
C 4.01258 22.67496 -6.08256
N 8.98004 20.48270 -2.11709
H 5.73032 21.41294 -5.72980
N 7.86367 19.34520 -7.04263
H 11.24774 21.94321 -2.31940
O 7.53578 18.29978 -4.62123
H 3.51388 21.82686 -6.55177
C 9.91173 20.68888 -7.18998
H 6.46669 23.76152 -5.75676
H 10.40430 23.09319 -5.91819
O 7.29372 22.78578 -4.13794
H 8.95532 19.41010 -9.42839
H 10.46569 24.17310 -0.88193
C 8.08998 23.77700 -3.60033
H 8.83711 23.34492 -2.93460
H 11.82389 18.88279 -2.40587
H 8.87049 17.71139 -8.83853
H 3.71983 21.17410 -4.11039
H 8.41282 21.11230 -1.56759
O 5.23780 17.61790 -4.14603
O 6.32382 19.49499 -3.08983
H 10.38889 18.55397 -9.05888
C 10.88776 23.45846 -0.17535
*
```

Here are the Mulliken charges for atoms 1 to 8, given in e: 0.231, -1.294, 0.303, 0.518, 1.858, 0.524, 0.724, 0.555